# C7H10NO2PS

C7H10NO2PS as an isolated structure at a distorted geometry (wB97M-V/def2-TZVPD, the OMol25 dataset).

Geometry as XYZ:
```
22
Properties=species:S:1:pos:R:3
C -0.1263 -0.8901 2.2150
C 1.1844 -2.7553 1.3200
C 0.3374 -0.7200 0.7868
C -1.4603 2.0030 -2.0047
C 1.1716 0.1153 -1.4503
C -0.4349 2.5000 -0.9223
C 0.4287 0.3060 -0.2142
N 1.0106 -1.9134 0.4301
O -1.7430 -3.7590 2.8519
O -0.1213 1.5008 0.1141
P -1.3443 -2.4906 3.4782
S 0.8796 -2.1302 3.0353
H -0.2315 -0.0797 2.8112
H 1.9468 -3.6479 1.2154
H -1.1818 1.3204 -2.7894
H -2.3561 1.3603 -1.5490
H -1.7881 2.8695 -2.5837
H 1.8804 -0.6174 -1.1215
H 1.7910 0.9710 -1.6474
H 0.5581 -0.2134 -2.3594
H -0.9653 3.3414 -0.4089
H 0.5644 2.9296 -1.2074
```

Gap between HOMO and LUMO (alpha / beta)   7.109 / 7.109 eV
Relative energy (zero: lowest compared OMol25 entry of this formula, charge and spin)   568.8 kJ/mol
E_HOMO (alpha / beta)   -7.00 / -6.99 eV
DFT total energy   -1217.36727 Ha

# C7H10NO2Pd

C7H10NO2Pd as an isolated structure (wB97M-V/def2-TZVPD, the OMol25 dataset).

Geometry as XYZ:
```
21
Properties=species:S:1:pos:R:3
Pd -0.0331 -0.4021 -0.0199
C -1.1351 -1.4859 2.3120
C 0.0036 -2.1945 1.8988
C -0.2054 -2.6306 0.5584
C -1.5059 -2.1914 0.1621
C -2.0618 -1.4639 1.2452
H -1.2941 -1.0609 3.2937
H 0.8431 -2.4582 2.5270
H 0.4004 -3.3483 0.0246
H -2.0223 -2.4851 -0.7400
H -3.0710 -1.0791 1.2968
N 1.0597 2.1073 -2.4826
C 0.6555 1.5281 -1.2020
C 1.1191 2.3882 -0.0523
O 1.6476 3.5818 -0.4222
O 1.0137 2.0884 1.1030
H 0.4598 1.7830 -3.2269
H 2.0002 1.8067 -2.7148
H 1.5076 3.6304 -1.3868
H 1.0623 0.4186 -1.0280
H -0.4438 1.4674 -1.1460
```

Gap between HOMO and LUMO   5.691 eV
E_HOMO   -2.39 eV
DFT total energy   -605.82756 Ha
Total charge   -1

# C7H10NO3

A 2-piece molecular cluster, C7H10NO3 overall at a distorted geometry (wB97M-V/def2-TZVPD, the OMol25 dataset).

Geometry as XYZ:
```
21
Properties=species:S:1:pos:R:3
O -0.8180 2.5441 2.0736
C -0.3293 1.2618 1.9325
C 0.2687 0.8313 0.8022
C 0.7044 -0.5381 0.7550
C 0.4908 -1.3863 1.8865
C -0.0841 -0.8976 3.0140
N -0.4848 0.4259 3.0103
H -1.7825 2.4403 2.1316
H 0.4036 1.4694 -0.0719
H 1.1915 -0.9154 -0.1546
H 0.8018 -2.4296 1.8187
H -0.2600 -1.5218 3.8884
H -0.9134 0.8007 3.8436
O 1.6413 -0.1649 -2.2171
C 0.6603 -0.7942 -2.8407
C -0.4603 0.2741 -3.3973
O -1.4424 -0.3533 -4.0059
H 0.0702 -1.5243 -2.2338
H 0.9437 -1.4004 -3.7283
H 0.1291 0.9958 -4.0075
H -0.7307 0.8825 -2.4992
```

Gap between HOMO and LUMO   3.016 eV
Relative energy (zero: lowest compared OMol25 entry of this formula, charge and spin)   640.0 kJ/mol
E_HOMO   -1.11 eV
DFT total energy   -553.01894 Ha
Total charge   -1

# C7H10NO3S2

An isolated ion of composition C7H10NO3S2 and charge +1 at a distorted geometry (wB97M-V/def2-TZVPD, the OMol25 dataset).

Geometry as XYZ:
```
23
Properties=species:S:1:pos:R:3
C 2.3197 -0.9678 1.1922
C 0.8727 -1.7180 -0.5943
C -2.2131 -0.4155 0.1197
C 3.0847 -0.9724 -0.0577
C 2.1349 -1.2905 -1.2273
C -2.3321 2.0656 0.2449
C -1.6850 0.7957 -0.0391
N 1.0222 -1.4693 0.7225
O 2.4930 -0.7805 2.3169
O -0.1812 -2.1386 -1.2035
O 0.0370 -1.6545 1.6521
S -1.9928 -2.0662 -0.1816
S -3.7883 -1.1062 0.6795
H 3.5604 0.0371 -0.2213
H 3.7783 -1.8589 -0.0640
H 2.6304 -2.1109 -1.8267
H 2.0283 -0.3313 -1.7832
H -1.4507 2.6187 0.6085
H -2.8809 2.4636 -0.6820
H -3.1490 1.9554 1.0552
H -0.6839 0.9489 -0.3906
H 0.5026 -1.7771 2.6057
H -4.3626 -1.4227 -0.4654
```

Gap between HOMO and LUMO   8.728 eV
Relative energy (zero: lowest compared OMol25 entry of this formula, charge and spin)   213.6 kJ/mol
E_HOMO   -12.52 eV
DFT total energy   -1349.19092 Ha
Total charge   +1

# C7H10NOS

An isolated ion of composition C7H10NOS and charge +1 at a distorted geometry (wB97M-V/def2-TZVPD, the OMol25 dataset).

Geometry as XYZ:
```
20
Properties=species:S:1:pos:R:3
C -0.7223 -1.2344 -1.4641
C -1.7714 -1.4340 -2.3038
C -2.0637 0.5483 -0.7965
C -1.0044 -0.2443 -0.5012
C -0.0757 -0.0643 0.7468
C 1.5959 1.7101 0.0915
C 1.3478 0.5952 0.9868
N 1.9755 0.1779 1.9897
O 0.1463 -1.3381 1.3722
S -2.9283 -0.1032 -2.1750
H -0.1810 -2.0921 -1.0667
H -1.9684 -2.0636 -3.1546
H -2.4753 1.4699 -0.4956
H -0.6423 0.5110 1.4441
H 2.4738 2.2603 0.3541
H 1.8089 1.0743 -0.7264
H 0.7396 2.3748 -0.1072
H 2.9243 0.5106 2.3230
H 1.4669 -0.6676 2.3418
H -0.6460 -1.9907 1.1410
```

Gap between HOMO and LUMO (alpha / beta)   3.418 / 5.592 eV
Relative energy (zero: lowest compared OMol25 entry of this formula, charge and spin)   312.3 kJ/mol
E_HOMO (alpha / beta)   -8.15 / -14.13 eV
DFT total energy   -800.42489 Ha
Total charge   +1
Spin multiplicity   3

# C7H10NS

A 2-piece molecular cluster, C7H10NS overall at a distorted geometry (wB97M-V/def2-TZVPD, the OMol25 dataset).

Geometry as XYZ:
```
19
Properties=species:S:1:pos:R:3
C -1.6560 -0.3017 1.9871
C -2.5460 0.5870 2.5156
C -2.5370 0.5326 0.0948
C 0.5096 1.5701 -1.1577
C 0.8920 0.3508 -0.7616
C 2.1073 -0.4918 -0.7228
C -0.7817 -1.0491 -0.1634
N -1.7100 -0.3718 0.5936
S -3.3547 1.4342 1.1681
H -1.1751 -1.0891 2.6087
H -2.7143 0.8501 3.5644
H -2.7842 0.7614 -0.9586
H -0.5128 1.8280 -1.0231
H 1.2624 2.3838 -1.2525
H 1.9561 -1.2059 0.1246
H 2.3934 -1.2227 -1.5487
H 3.0665 0.1675 -0.5244
H -0.9293 -1.1801 -1.1583
H -0.0714 -1.6756 0.2936
```

Gap between HOMO and LUMO   8.043 eV
Relative energy (zero: lowest compared OMol25 entry of this formula, charge and spin)   210.3 kJ/mol
E_HOMO   -12.50 eV
DFT total energy   -725.27226 Ha
Total charge   +1

# C7H10O

C7H10O as an isolated structure at a distorted geometry (wB97M-V/def2-TZVPD, the OMol25 dataset).

Geometry as XYZ:
```
18
Properties=species:S:1:pos:R:3
C -0.7425 0.6829 2.2216
C -1.0198 0.7441 0.9218
C -0.3545 -0.3389 -0.0128
C 1.1242 -0.6686 0.2758
C 1.6492 0.6039 -0.6118
C -0.0985 -0.0286 -1.5458
C -1.5228 -0.8092 -1.1622
H -0.9731 1.2749 3.1352
H -0.3435 -0.5769 2.5246
H -1.8057 1.4340 0.5223
H 1.4543 -0.7638 1.2259
H 1.1561 -1.6878 -0.1796
H 2.5244 0.4305 -1.1462
H 1.9424 1.4617 0.2603
H 0.2747 -0.9008 -2.2628
H -2.3507 -0.3723 -0.8609
H -1.5461 -1.6576 -1.8574
O 0.6322 1.1723 -1.4478
```

Gap between HOMO and LUMO   9.227 eV
Relative energy (zero: lowest compared OMol25 entry of this formula, charge and spin)   802.5 kJ/mol
E_HOMO   -8.20 eV
DFT total energy   -347.65754 Ha

# C7H10O

One molecule with the formula C7H10O at a distorted geometry (wB97M-V/def2-TZVPD, the OMol25 dataset).

Geometry as XYZ:
```
18
Properties=species:S:1:pos:R:3
C -2.4375 1.2368 -0.9921
C -1.3007 0.6891 -0.7152
C -0.8940 0.2268 0.6344
C 0.3275 -0.3702 0.5934
C 1.1912 -1.0242 1.5601
O 2.3655 -0.2494 1.9706
C 0.8575 -0.3437 -0.8351
C -0.1440 0.4610 -1.6209
H -2.4080 1.7647 -1.9410
H -3.2006 1.2802 -0.2267
H -1.4623 0.2228 1.6240
H 1.3282 -2.0377 1.2597
H 0.5234 -1.1239 2.4090
H 2.6240 -0.4706 2.8618
H 1.8527 -0.0247 -0.9603
H 1.0210 -1.5032 -1.1581
H 0.2841 1.4382 -2.0207
H -0.5282 -0.1718 -2.4428
```

Gap between HOMO and LUMO   9.108 eV
Relative energy (zero: lowest compared OMol25 entry of this formula, charge and spin)   209.9 kJ/mol
Structure (SMILES)   C=C1C=C(CO)CC1
E_HOMO   -8.38 eV
DFT total energy   -347.88324 Ha

# C7H10O

One molecule with the formula C7H10O at a distorted geometry (wB97M-V/def2-TZVPD, the OMol25 dataset).

Geometry as XYZ:
```
18
Properties=species:S:1:pos:R:3
C 1.5124 -0.4147 -0.1965
C 1.1738 1.0266 0.0614
C -0.3458 1.2929 0.0498
C -1.3108 0.3589 0.6186
C -0.7579 -1.0822 0.9697
C 0.1792 -1.2562 -0.3181
O -0.7154 -0.7052 -1.3575
C -1.3104 0.4887 -0.8831
H 2.2979 -0.9375 0.3534
H 2.0665 -0.4952 -1.1430
H 1.7518 1.3271 0.9559
H 1.6143 1.5815 -0.7911
H -0.6133 2.3412 -0.0854
H -2.0366 0.7418 1.3628
H -0.1503 -1.3796 1.8607
H -1.6945 -1.7354 0.8173
H 0.3800 -2.2867 -0.6221
H -2.0409 1.1339 -1.6528
```

Gap between HOMO and LUMO   9.559 eV
Relative energy (zero: lowest compared OMol25 entry of this formula, charge and spin)   241.8 kJ/mol
Structure (SMILES)   C1C[C@@H]2[C@@H]3C[C@H]1O[C@H]23
E_HOMO   -8.56 eV
DFT total energy   -347.87110 Ha

# C7H10O

One molecule with the formula C7H10O at a distorted geometry (wB97M-V/def2-TZVPD, the OMol25 dataset).

Geometry as XYZ:
```
18
Properties=species:S:1:pos:R:3
C -2.1075 -0.6136 -0.6090
C -0.9383 0.1543 -0.5379
C -0.8176 1.4006 0.3108
O 0.4723 1.8698 0.2993
C 1.2094 0.8623 -0.4963
C 2.1176 -0.3229 -0.7393
C 0.5024 -0.3073 -0.3197
C 0.4665 -0.8895 1.2624
H -2.0836 -1.4210 -1.2313
H -3.2645 -0.2822 -0.6577
H -1.4100 2.1801 -0.0975
H -1.3932 1.0529 1.2255
H 0.9593 0.9607 -1.6302
H 2.7420 -0.8203 -0.1620
H 2.1849 -0.4861 -1.7630
H -0.3628 -0.6679 1.9798
H 1.3132 -0.6640 2.1076
H 0.4100 -2.0059 1.0585
```

Gap between HOMO and LUMO   9.637 eV
Relative energy (zero: lowest compared OMol25 entry of this formula, charge and spin)   808.5 kJ/mol
Structure (SMILES)   C=C1CO[C@H]2C[C@]12C
E_HOMO   -8.87 eV
DFT total energy   -347.65523 Ha

# C7H10O

A 2-piece molecular cluster, C7H10O overall at a distorted geometry (wB97M-V/def2-TZVPD, the OMol25 dataset).

Geometry as XYZ:
```
18
Properties=species:S:1:pos:R:3
C -0.6468 2.2472 0.6982
C 0.0754 1.0022 0.3437
C 0.5696 0.0701 1.3211
C 1.1546 -1.0836 0.9037
C 1.3074 -1.3366 -0.4715
C 0.7790 -0.4616 -1.4726
C 0.1263 0.6470 -1.0494
H -1.7162 2.0238 0.8419
H -0.3281 2.7296 1.6311
H -0.5144 2.9668 -0.1140
H 0.6570 0.3920 2.3567
H 1.5472 -1.7541 1.6479
H 2.0170 -2.0855 -0.7878
H 0.8037 -0.7964 -2.5051
H -0.3797 1.2846 -1.7653
H -1.1660 -1.5632 -0.2338
H -2.5108 -1.9894 -0.9489
O -1.7753 -2.2930 -0.3959
```

Gap between HOMO and LUMO (alpha / beta)   10.158 / 6.530 eV
Relative energy (zero: lowest compared OMol25 entry of this formula, charge and spin)   0.0 kJ/mol
E_HOMO (alpha / beta)   -14.90 / -14.94 eV
DFT total energy   -347.63776 Ha
Total charge   +1
Spin multiplicity   2

# C7H10O2

A 2-piece molecular cluster, C7H10O2 overall at a distorted geometry (wB97M-V/def2-TZVPD, the OMol25 dataset).

Geometry as XYZ:
```
19
Properties=species:S:1:pos:R:3
C 0.0089 -2.2670 -1.4822
C 0.7799 -1.4564 -1.0416
C 1.7734 -0.4810 -0.5427
C 2.0953 -0.5938 0.9233
O 2.4916 0.1095 -1.3421
H -0.7131 -2.9444 -1.8766
H 1.4796 -1.3479 1.4207
H 1.9058 0.3698 1.4026
H 3.1472 -0.8590 1.0509
C -0.1565 1.8099 -0.3011
C -1.2553 1.0342 -0.2250
C -1.7277 0.3997 1.0457
O -2.0180 0.8624 -1.3540
H 0.0955 2.2982 -1.2377
H 0.3923 2.0999 0.5877
H -0.8891 -0.0297 1.6017
H -2.2188 1.1451 1.6786
H -2.4354 -0.4113 0.8493
H -2.7556 0.2618 -1.1576
```

Gap between HOMO and LUMO   9.107 eV
Relative energy (zero: lowest compared OMol25 entry of this formula, charge and spin)   278.5 kJ/mol
Structure (SMILES)   C#CC(C)=O.C=C(C)O
E_HOMO   -8.74 eV
DFT total energy   -423.09383 Ha

Copy entry 2 word for word.
# C7H10NO2Pd

C7H10NO2Pd as an isolated structure (wB97M-V/def2-TZVPD, the OMol25 dataset).

Geometry as XYZ:
```
21
Properties=species:S:1:pos:R:3
Pd -0.0331 -0.4021 -0.0199
C -1.1351 -1.4859 2.3120
C 0.0036 -2.1945 1.8988
C -0.2054 -2.6306 0.5584
C -1.5059 -2.1914 0.1621
C -2.0618 -1.4639 1.2452
H -1.2941 -1.0609 3.2937
H 0.8431 -2.4582 2.5270
H 0.4004 -3.3483 0.0246
H -2.0223 -2.4851 -0.7400
H -3.0710 -1.0791 1.2968
N 1.0597 2.1073 -2.4826
C 0.6555 1.5281 -1.2020
C 1.1191 2.3882 -0.0523
O 1.6476 3.5818 -0.4222
O 1.0137 2.0884 1.1030
H 0.4598 1.7830 -3.2269
H 2.0002 1.8067 -2.7148
H 1.5076 3.6304 -1.3868
H 1.0623 0.4186 -1.0280
H -0.4438 1.4674 -1.1460
```

Gap between HOMO and LUMO   5.691 eV
E_HOMO   -2.39 eV
DFT total energy   -605.82756 Ha
Total charge   -1